{
  "formula": "C3H4BrClO",
  "method": "the ωB97M-V functional and the def2-TZVPD basis",
  "total_charge": 0,
  "e_homo_ev": [-8.4, -8.4],
  "gap_ev": [6.23, 6.22],
  "e_tot_ha": -3225.97358,
  "lumo_ev": [-2.160, -2.160],
  "spin_multiplicity": 1,
  "elements": ["C", "C", "C", "O", "Cl", "Br", "H", "H", "H", "H"],
  "coordinates": [[0.14305, -0.47316, 1.03538], [0.85635, 0.00653, 0.01323], [1.04204, 1.36511, -0.48893], [-0.98989, 0.85711, -2.04220], [0.33200, 2.75591, 0.14166], [2.44882, 1.56513, -1.67670], [0.10800, -1.50960, 1.15883], [-0.25526, 0.11366, 1.76085], [1.30086, -0.77214, -0.54936], [-1.23925, 1.65060, -2.47435]]
}